[1]
Here is a structure of composition C17H32EuN3OS5 at a distorted geometry from OMol25. Energies are from ωB97M-V/def2-TZVPD.

Positions of all 59 atoms, in Å:
Eu (-0.06157, -0.45080, -1.03039)
C (2.65270, 2.41134, 1.37566)
C (3.58249, 1.89586, 0.27739)
S (3.06752, 0.37751, -0.60032)
C (3.80461, -0.91320, 0.43837)
C (3.04421, -1.20324, 1.73158)
S (1.31342, -1.43686, 1.33965)
C (0.54047, -1.28006, 2.99955)
C (0.02400, 0.14552, 3.21786)
S (-0.51563, 0.90309, 1.35275)
C (-1.03847, 2.46318, 2.08205)
C (0.16115, 3.45039, 2.07009)
S (1.30961, 3.38348, 0.64875)
H (3.20402, 3.04581, 2.07057)
H (2.22706, 1.57542, 1.92761)
H (4.56467, 1.67130, 0.69381)
H (3.72916, 2.65502, -0.49216)
H (4.83735, -0.63627, 0.64462)
H (3.81438, -1.80737, -0.18440)
H (3.10877, -0.37854, 2.44596)
H (3.37423, -2.13155, 2.19915)
H (1.30305, -1.61774, 3.70479)
H (-0.25236, -2.02633, 2.96716)
H (0.83812, 0.81814, 3.52522)
H (-0.72649, 0.14671, 4.01499)
H (-1.38184, 2.32605, 3.10612)
H (-1.84304, 2.80135, 1.43443)
H (0.76856, 3.30470, 2.96251)
H (-0.22000, 4.46854, 2.10082)
N (0.57759, 1.24635, -2.84677)
C (-0.23792, 1.10354, -4.07823)
C (-1.56784, 0.37673, -3.79228)
C (-1.68820, -0.99047, -4.47573)
C (-0.67191, -2.04214, -4.05978)
N (-0.76341, -2.33420, -2.60814)
H (0.20578, 2.01148, -2.28999)
H (1.51913, 1.52070, -3.09279)
H (0.34389, 0.53048, -4.79802)
H (-0.43246, 2.07273, -4.53307)
H (-2.39804, 0.99516, -4.12794)
H (-1.71136, 0.27585, -2.71791)
H (-1.59444, -0.84568, -5.55504)
H (-2.69376, -1.39022, -4.30776)
H (0.34391, -1.69998, -4.26944)
H (-0.83121, -2.93574, -4.66217)
H (-0.15898, -3.11321, -2.37233)
H (-1.70335, -2.65190, -2.39975)
O (-1.05516, 1.23132, -0.11143)
N (-1.88823, -0.35567, 1.51200)
C (-2.82260, -0.24350, 2.48346)
C (-3.83402, -1.15690, 2.54990)
C (-3.83227, -2.20459, 1.62249)
C (-2.83756, -2.27253, 0.67193)
C (-1.82367, -1.31004, 0.55884)
S (1.11769, -3.24886, 0.56390)
H (-2.74381, 0.58646, 3.17329)
H (-4.60006, -1.05801, 3.30623)
H (-4.61663, -2.95306, 1.65545)
H (-2.83124, -3.10557, -0.02315)

Cartesian forces, eV/Å:
2.43 -1.77 -1.40
-0.01 -0.10 -0.12
-0.03 -0.11 0.08
0.13 0.24 0.01
-0.10 0.00 0.07
0.23 0.15 -0.04
-0.17 -0.45 0.21
0.02 0.19 0.00
0.05 0.00 -0.07
-0.64 -0.01 0.64
0.46 0.33 -0.05
-0.06 -0.19 -0.08
-0.23 0.05 0.08
0.09 -0.04 -0.01
-0.02 0.01 0.03
0.04 0.05 -0.01
0.01 -0.01 0.01
0.03 -0.06 0.05
0.01 -0.02 -0.01
0.01 -0.04 -0.04
0.14 0.05 0.05
-0.09 -0.02 0.08
-0.06 0.04 0.03
-0.06 -0.10 -0.02
0.13 -0.08 -0.04
0.00 0.07 -0.03
0.01 0.04 0.02
-0.01 0.03 0.02
-0.06 0.01 0.06
-0.17 0.26 -0.62
-0.08 -0.04 0.21
0.22 -0.07 -0.35
-0.06 0.06 -0.02
0.01 0.05 0.21
-0.23 -0.17 -0.70
-0.03 0.12 0.10
0.15 0.00 -0.02
0.07 -0.04 -0.03
-0.03 0.09 -0.07
-0.06 0.02 0.03
-0.24 0.11 0.12
-0.04 -0.02 -0.01
0.01 0.03 -0.01
0.05 0.02 0.03
0.01 -0.10 -0.05
0.10 -0.07 0.07
-0.13 -0.05 0.06
-1.23 1.57 0.82
-0.08 0.25 0.21
0.23 0.05 -0.15
-0.08 -0.11 -0.01
-0.08 -0.03 0.03
-0.10 -0.30 0.03
-0.66 0.21 0.68
0.12 -0.11 -0.01
0.04 -0.06 -0.07
0.01 -0.02 -0.04
0.05 0.04 0.00
-0.02 0.02 0.03

Calculated values
2S+1 = 8
Energy above the lowest of the compared OMol25 structures with the same formula, charge and spin = 536.0 kJ/mol
Expectation value of S² = 15.760
Kohn-Sham gap (alpha / beta) = 6.97 / 7.83 eV
Net charge = +1

Mulliken charges, unit e, in atom order: atom 1 (Eu): 0.49, atom 2 (C): 0.31, atom 3 (C): -0.93, atom 4 (S): 0.08, atom 5 (C): -1.12, atom 6 (C): -0.91, atom 7 (S): 0.32, atom 8 (C): -0.97, atom 9 (C): -1.23, atom 10 (S): 0.76, atom 11 (C): -0.73, atom 12 (C): -0.94, atom 13 (S): -0.11, atom 14 (H): 0.53, atom 15 (H): -0.63, atom 16 (H): 0.44, atom 17 (H): 0.50, atom 18 (H): 0.55, atom 19 (H): 0.42, atom 20 (H): 0.45, atom 21 (H): 0.53, atom 22 (H): 0.58, atom 23 (H): 0.46, atom 24 (H): 0.50, atom 25 (H): 0.56, atom 26 (H): 0.33, atom 27 (H): 0.54, atom 28 (H): 0.36, atom 29 (H): 0.58, atom 30 (N): -0.39, atom 31 (C): -0.88, atom 32 (C): -0.10, atom 33 (C): -0.96, atom 34 (C): -0.65, atom 35 (N): -0.45, atom 36 (H): 0.19, atom 37 (H): 0.24, atom 38 (H): 0.48, atom 39 (H): 0.35, atom 40 (H): 0.41, atom 41 (H): 0.12, atom 42 (H): 0.35, atom 43 (H): 0.40, atom 44 (H): 0.37, atom 45 (H): 0.42, atom 46 (H): 0.25, atom 47 (H): 0.19, atom 48 (O): -0.90, atom 49 (N): 0.21, atom 50 (C): 0.05, atom 51 (C): -0.89, atom 52 (C): -0.27, atom 53 (C): -0.95, atom 54 (C): 0.39, atom 55 (S): -0.27, atom 56 (H): 0.29, atom 57 (H): 0.45, atom 58 (H): 0.42, atom 59 (H): 0.40



[2]
Here is a structure of composition C17H32N3OPSiW at a distorted geometry from OMol25. Energies are from ωB97M-V/def2-TZVPD.

Positions of all 56 atoms, in Å:
W (-0.31238, -0.05578, -0.17630)
Si (0.20324, -2.12497, -1.38055)
P (0.49435, 1.12103, -2.04328)
N (-2.04832, 0.29192, -0.36929)
H (0.73062, 1.03431, 0.57603)
C (0.81813, 2.90173, -1.97506)
H (0.97945, 3.29227, -2.99256)
H (1.71450, 3.11886, -1.38310)
H (-0.01585, 3.45180, -1.52510)
C (1.91378, 0.54247, -3.01454)
H (2.02469, 1.19297, -3.89429)
H (1.80400, -0.48823, -3.36348)
H (2.83362, 0.59571, -2.42410)
C (-0.86734, 1.05562, -3.26908)
H (-0.55549, 1.61041, -4.16423)
H (-1.77797, 1.51760, -2.87577)
H (-1.11583, 0.03245, -3.56162)
C (1.86564, -2.98200, -1.49808)
H (2.25126, -3.20566, -0.50275)
H (2.59527, -2.38770, -2.04753)
H (1.65504, -3.91572, -2.02870)
H (-0.52636, -3.24576, -0.69587)
H (-0.16534, -2.13290, -2.83590)
C (-3.37744, 0.07625, -0.48537)
C (-5.60721, 0.85024, -0.09446)
C (-4.25254, 0.96800, 0.16087)
C (-3.82309, -1.01418, -1.25864)
C (-5.17790, -1.11970, -1.51156)
C (-6.06752, -0.18808, -0.93620)
H (-6.30020, 1.57178, 0.35049)
H (-3.76839, 1.73733, 0.75918)
H (-3.05428, -1.67928, -1.65772)
H (-5.54557, -1.91899, -2.16522)
H (-7.14310, -0.27670, -1.14159)
C (3.44512, -0.19142, 0.74880)
O (2.54135, -0.61458, 0.03326)
C (3.13756, 0.48337, 2.04960)
H (4.01589, 1.02646, 2.41177)
H (2.86548, -0.27721, 2.79448)
H (2.28584, 1.17543, 1.96331)
C (4.87243, -0.46666, 0.33769)
H (5.44947, 0.45599, 0.20016)
H (4.86002, -1.02206, -0.61042)
H (5.38508, -1.07604, 1.09407)
C (-1.28451, 1.00746, 3.01978)
C (-0.70745, -0.35163, 2.85562)
N (-0.18204, -0.95309, 1.77596)
C (0.17890, -2.26478, 2.16381)
C (-0.20917, -2.45396, 3.45440)
N (-0.75048, -1.24512, 3.86269)
H (-2.34371, 0.83952, 3.29344)
H (-0.75217, 1.49501, 3.86022)
H (-1.19468, 1.59818, 2.08949)
H (0.62440, -2.96086, 1.45059)
H (-0.19642, -3.34678, 4.06304)
H (-1.21076, -1.07212, 4.74569)

Cartesian forces, eV/Å:
1.01 0.18 0.53
0.10 -1.00 -0.83
-0.92 -0.29 -0.89
-0.50 -0.30 0.75
0.33 1.46 0.31
0.24 0.67 -0.06
-0.05 -0.13 0.27
-0.14 -0.14 -0.05
0.07 -0.26 -0.05
0.50 0.15 -0.42
0.03 -0.15 0.13
-0.20 0.13 0.17
-0.16 0.01 0.00
0.19 0.50 -0.84
-0.18 -0.09 -0.08
0.25 -0.06 0.15
0.19 0.05 0.20
0.17 -0.12 0.00
0.19 -0.06 -0.06
0.10 -0.11 0.05
0.28 0.02 0.05
-0.42 -0.09 -0.18
-0.34 -0.06 0.02
0.65 0.39 -0.19
-0.17 -0.40 -0.17
-0.16 -0.30 -0.57
-0.25 0.36 -0.01
-0.29 0.21 0.25
-0.37 0.08 0.02
0.10 -0.38 -0.21
-0.44 0.02 -0.06
-0.39 0.11 -0.02
0.02 0.33 0.33
0.53 0.06 0.10
-0.96 -0.90 -0.78
0.78 0.40 0.77
0.26 0.46 0.41
-0.12 -0.08 0.10
0.08 0.07 -0.18
0.25 -0.35 -0.20
0.15 -0.02 -0.28
-0.12 -0.09 0.15
-0.01 0.18 0.33
-0.13 0.20 -0.04
0.01 -0.02 0.07
0.27 -1.25 -0.76
0.15 -0.74 1.85
-0.59 0.70 -0.13
0.16 0.10 -0.53
-0.04 -0.24 0.37
0.38 0.52 -0.21
-0.38 -0.01 -0.45
-0.12 -0.35 0.61
-0.26 0.37 0.37
0.06 0.30 0.04
0.20 -0.05 -0.15

Calculated values
2S+1 = 3
Energy above the lowest of the compared OMol25 structures with the same formula, charge and spin = 0.0 kJ/mol
Expectation value of S² = 2.018
Kohn-Sham gap (alpha / beta) = 4.53 / 7.31 eV

natural (NBO) charges, unit e, in atom order: atom 1 (W): 0.79, atom 2 (Si): 0.49, atom 3 (P): 1.10, atom 4 (N): -0.76, atom 5 (H): -0.26, atom 6 (C): -0.96, atom 7 (H): 0.22, atom 8 (H): 0.24, atom 9 (H): 0.25, atom 10 (C): -0.97, atom 11 (H): 0.22, atom 12 (H): 0.25, atom 13 (H): 0.24, atom 14 (C): -0.96, atom 15 (H): 0.21, atom 16 (H): 0.25, atom 17 (H): 0.25, atom 18 (C): -1.07, atom 19 (H): 0.21, atom 20 (H): 0.22, atom 21 (H): 0.22, atom 22 (H): -0.19, atom 23 (H): -0.19, atom 24 (C): 0.13, atom 25 (C): -0.20, atom 26 (C): -0.27, atom 27 (C): -0.27, atom 28 (C): -0.18, atom 29 (C): -0.29, atom 30 (H): 0.21, atom 31 (H): 0.21, atom 32 (H): 0.22, atom 33 (H): 0.21, atom 34 (H): 0.20, atom 35 (C): 0.61, atom 36 (O): -0.55, atom 37 (C): -0.73, atom 38 (H): 0.22, atom 39 (H): 0.24, atom 40 (H): 0.26, atom 41 (C): -0.72, atom 42 (H): 0.23, atom 43 (H): 0.24, atom 44 (H): 0.23, atom 45 (C): -0.67, atom 46 (C): 0.44, atom 47 (N): -0.57, atom 48 (C): -0.05, atom 49 (C): -0.10, atom 50 (N): -0.51, atom 51 (H): 0.24, atom 52 (H): 0.23, atom 53 (H): 0.27, atom 54 (H): 0.25, atom 55 (H): 0.23, atom 56 (H): 0.42



[3]
Here is a structure of composition C17H32N4ORhS from OMol25. Energies are from ωB97M-V/def2-TZVPD.

Positions of all 56 atoms, in Å:
Rh (-0.65306, -0.13388, -0.10108)
C (-2.85509, -1.70102, 1.15850)
C (-1.92154, -2.74502, 0.55091)
N (-1.03779, -2.12811, -0.48363)
C (-1.62465, -2.14035, -1.85383)
C (-0.68156, -1.36865, -2.74318)
N (-0.53045, 0.01684, -2.19747)
C (-1.57103, 0.98182, -2.68888)
C (-2.22055, 1.74233, -1.54046)
C (-1.25659, 2.67958, -0.80982)
N (-0.57232, 1.94115, 0.29353)
C (-1.31245, 2.07692, 1.58472)
C (-0.74808, 1.06533, 2.54660)
N (-0.91150, -0.29869, 1.95518)
C (-2.22080, -0.95304, 2.32213)
H (-3.76546, -2.17965, 1.52136)
H (-3.19898, -1.00004, 0.38347)
H (-2.47247, -3.57035, 0.09880)
H (-1.27746, -3.17078, 1.32181)
H (-0.15510, -2.63651, -0.51914)
H (-2.61159, -1.67277, -1.80869)
H (-1.76217, -3.16420, -2.20642)
H (-1.02387, -1.34385, -3.77798)
H (0.30427, -1.83726, -2.73352)
H (0.38578, 0.34914, -2.48531)
H (-2.31794, 0.43160, -3.26029)
H (-1.10028, 1.68803, -3.37285)
H (-2.68388, 1.03568, -0.81557)
H (-3.06774, 2.30494, -1.93546)
H (-1.77596, 3.54134, -0.38998)
H (-0.50051, 3.06021, -1.49666)
H (0.36997, 2.30256, 0.42300)
H (-2.36985, 1.88437, 1.38472)
H (-1.23310, 3.09429, 1.97120)
H (-1.21360, 1.12059, 3.53123)
H (0.31872, 1.24182, 2.68074)
H (-0.15963, -0.87700, 2.32760)
H (-2.89686, -0.18814, 2.70286)
H (-2.02610, -1.64802, 3.13959)
C (3.73696, -0.53321, -0.39565)
S (2.40029, 0.14181, 0.57018)
O (1.20240, -0.77130, 0.04952)
C (2.77129, -0.41384, 2.19229)
C (2.77852, -1.77366, 2.50825)
C (3.13393, -2.14627, 3.79233)
C (3.49913, -1.17686, 4.72647)
C (3.50498, 0.17060, 4.39165)
C (3.13242, 0.56613, 3.11447)
H (3.75080, -1.61552, -0.27663)
H (4.65206, -0.09051, 0.00147)
H (3.59505, -0.23618, -1.43276)
H (2.52909, -2.52248, 1.76621)
H (3.15336, -3.19299, 4.06439)
H (3.79511, -1.48164, 5.72160)
H (3.80641, 0.91209, 5.11886)
H (3.15113, 1.61472, 2.83792)

Cartesian forces, eV/Å:
-0.02 0.11 -0.16
0.05 -0.02 -0.02
0.00 -0.02 -0.02
-0.19 0.10 -0.03
0.01 -0.07 0.04
0.08 0.01 -0.09
0.09 -0.07 0.18
0.01 -0.01 -0.02
0.09 0.03 -0.01
0.00 -0.02 0.01
-0.02 -0.19 0.00
0.02 0.04 -0.02
0.06 -0.07 0.10
-0.06 -0.01 0.03
0.03 0.01 0.05
0.02 -0.03 0.02
-0.05 -0.02 0.00
-0.02 0.03 -0.03
-0.02 -0.05 0.00
0.02 0.04 0.06
-0.01 -0.01 0.00
0.02 0.00 0.01
-0.02 0.03 0.01
0.00 0.00 -0.02
-0.03 0.06 0.03
-0.01 -0.03 0.06
-0.03 -0.03 -0.06
-0.06 0.00 -0.01
-0.01 0.00 0.02
0.00 -0.01 0.00
-0.01 0.02 -0.01
-0.03 0.07 -0.03
0.00 0.02 0.01
0.02 0.00 -0.01
-0.04 0.00 -0.03
0.10 -0.01 0.06
0.00 -0.02 -0.07
0.01 0.03 -0.06
-0.03 0.04 0.05
0.00 0.03 -0.03
-0.01 -0.04 0.00
0.12 0.07 0.02
-0.04 -0.01 -0.01
-0.01 0.00 0.02
0.01 0.00 -0.02
0.00 0.01 -0.01
0.01 -0.01 0.00
-0.05 0.05 0.00
0.00 0.00 0.00
0.00 -0.01 -0.01
0.02 -0.02 0.00
-0.01 -0.01 0.01
0.00 0.00 0.00
-0.01 0.00 0.00
0.00 0.00 0.00
-0.02 -0.01 0.01

Calculated values
Energy above the lowest of the compared OMol25 structures with the same formula, charge and spin = 0.0 kJ/mol
Kohn-Sham gap = 6.95 eV
Net charge = +3

natural (NBO) charges, unit e, in atom order: atom 1 (Rh): 1.14, atom 2 (C): -0.44, atom 3 (C): -0.24, atom 4 (N): -0.54, atom 5 (C): -0.26, atom 6 (C): -0.24, atom 7 (N): -0.57, atom 8 (C): -0.24, atom 9 (C): -0.43, atom 10 (C): -0.24, atom 11 (N): -0.58, atom 12 (C): -0.26, atom 13 (C): -0.25, atom 14 (N): -0.57, atom 15 (C): -0.24, atom 16 (H): 0.29, atom 17 (H): 0.20, atom 18 (H): 0.25, atom 19 (H): 0.23, atom 20 (H): 0.42, atom 21 (H): 0.22, atom 22 (H): 0.26, atom 23 (H): 0.26, atom 24 (H): 0.23, atom 25 (H): 0.42, atom 26 (H): 0.24, atom 27 (H): 0.25, atom 28 (H): 0.18, atom 29 (H): 0.30, atom 30 (H): 0.25, atom 31 (H): 0.24, atom 32 (H): 0.42, atom 33 (H): 0.22, atom 34 (H): 0.26, atom 35 (H): 0.26, atom 36 (H): 0.22, atom 37 (H): 0.42, atom 38 (H): 0.24, atom 39 (H): 0.24, atom 40 (C): -0.78, atom 41 (S): 1.21, atom 42 (O): -0.86, atom 43 (C): -0.35, atom 44 (C): -0.17, atom 45 (C): -0.19, atom 46 (C): -0.12, atom 47 (C): -0.18, atom 48 (C): -0.20, atom 49 (H): 0.27, atom 50 (H): 0.29, atom 51 (H): 0.27, atom 52 (H): 0.23, atom 53 (H): 0.26, atom 54 (H): 0.26, atom 55 (H): 0.26, atom 56 (H): 0.24